No. 1
Below is a structure of composition CHFINO2, with properties calculated with ωB97M-V/def2-TZVPD.

Relative energy (zero: lowest compared OMol25 entry of this formula, charge and spin) in kcal per mole: 30.8
HOMO-LUMO gap (spin up / spin down) in eV: 7.500 / 6.333
Energy in Eh: -641.2291
F_max in Eh/bohr: 0.115
M in g mol⁻¹: 204.93
HOMO energy (spin up / spin down) in eV: -6.961 / -9.867
Lowest unoccupied orbital energy (spin up / spin down) in eV: 0.5 / -3.5

The geometry in ORCA input format:
```
! wB97M-V def2-TZVPD RIJCOSX def2/J DEFGRID3
* xyz 0 3
C 0.47337 1.23418 0.02255
N -0.42620 1.62135 -0.64332
O 1.28228 0.96411 0.78755
O 0.12095 -1.19583 0.15255
F -0.36219 -2.48680 0.45559
I -1.79938 0.70682 -1.68670
H 0.71117 -0.84385 0.91177
*
```

=====

No. 2
Below is an isolated molecule of H3N3, with properties calculated with ωB97M-V/def2-TZVPD.

Relative energy (zero: lowest compared OMol25 entry of this formula, charge and spin) in kcal per mole: 19.8
HOMO-LUMO gap (spin up / spin down) in eV: 7.907 / 8.359
Energy in Eh: -165.8635
F_max in Eh/bohr: 0.141
M in g mol⁻¹: 45.05
HOMO energy (spin up / spin down) in eV: -6.478 / -10.160
Lowest unoccupied orbital energy (spin up / spin down) in eV: 1.4 / -1.8

The geometry in ORCA input format:
```
! wB97M-V def2-TZVPD RIJCOSX def2/J DEFGRID3
* xyz 0 3
N -1.41441 -0.12603 0.24752
N -0.54705 0.64624 -0.09015
N 0.91464 0.16810 0.14644
H -2.27537 0.40399 0.12608
H 1.17724 -0.27789 0.95708
H 1.52387 1.06710 0.13253
*
```

=====

No. 3
Below is a cluster of 10 separate species, C25H55N5O20 in total, with properties calculated with ωB97M-V/def2-TZVPD.

Relative energy (zero: lowest compared OMol25 entry of this formula, charge and spin) in kcal per mole: 332.7
HOMO-LUMO gap in eV: 10.078
Structure (SMILES): C[N+](=O)[O-].C[N+](=O)[O-].C[N+](=O)[O-].C[N+](=O)[O-].C[N+](=O)[O-].CCOC(C)=O.CCOC(C)=O.CCOC(C)=O.CCOC(C)=O.CCOC(C)=O
Energy in Eh: -2763.6675
F_max in Eh/bohr: 0.059
M in g mol⁻¹: 745.73
HOMO energy in eV: -10.200
Lowest unoccupied orbital energy in eV: -0.1

The geometry in ORCA input format:
```
! wB97M-V def2-TZVPD RIJCOSX def2/J DEFGRID3
* xyz 0 1
C -0.40214 -3.97968 2.04615
N 0.69323 -4.94046 2.29709
O 0.89322 -5.28420 3.44741
O 1.19455 -5.46711 1.31929
H 0.00766 -3.04401 1.66679
H -0.97027 -3.75230 2.94411
H -1.10328 -4.41035 1.33627
C 1.21115 -4.02578 -1.29127
N 0.02136 -3.91179 -2.13328
O -1.05618 -3.96345 -1.58158
O 0.16353 -3.73491 -3.32248
H 1.42295 -5.09912 -1.26752
H 1.10577 -3.70347 -0.27406
H 2.05757 -3.61222 -1.83007
C 1.80128 4.86345 3.63791
N 2.08112 6.08600 2.83306
O 2.77733 6.93441 3.34144
O 1.64952 6.11262 1.70402
H 0.73606 4.88687 3.84121
H 2.44663 4.88214 4.50906
H 2.12705 4.00323 3.05874
C 5.93145 1.56286 -3.26902
N 6.01889 0.26567 -2.53206
O 5.59443 -0.72738 -3.10447
O 6.40371 0.23441 -1.38633
H 6.83353 2.09638 -2.98278
H 5.04649 2.03973 -2.85465
H 5.83515 1.38342 -4.32991
C 3.00408 -0.76072 -6.54111
N 2.43257 0.46890 -5.90303
O 1.72442 1.23550 -6.53499
O 2.76657 0.67457 -4.73902
H 2.92055 -0.60136 -7.61415
H 2.34197 -1.55732 -6.21937
H 4.05740 -0.73312 -6.29019
O -3.09986 -0.09851 3.53133
C -4.10778 -0.76712 3.37358
O -5.19834 -0.59752 4.11133
C -5.32566 0.51808 5.03072
C -5.02655 -0.00284 6.42088
C -4.21766 -1.80011 2.32519
H -6.38665 0.74015 4.90136
H -4.74514 1.37337 4.69500
H -3.95427 -0.20784 6.43364
H -5.51164 -0.95838 6.61474
H -5.37748 0.69385 7.18085
H -5.19806 -2.26453 2.34556
H -3.36954 -2.47192 2.48192
H -3.93762 -1.37986 1.36396
O -6.15737 -1.18099 -2.20840
C -6.22876 0.00389 -2.04090
O -5.34009 0.80475 -1.44747
C -4.13881 0.16215 -1.01818
C -3.26334 0.92374 -0.00093
C -7.44518 0.82215 -2.43921
H -3.62494 -0.33132 -1.83716
H -4.49142 -0.60606 -0.32010
H -2.51168 1.50136 -0.55225
H -2.66613 0.23181 0.58655
H -3.78287 1.61435 0.65940
H -7.05816 1.79665 -2.73803
H -7.96320 1.02009 -1.49880
H -8.02288 0.31970 -3.20207
O 1.71528 -1.30197 -0.10406
C 1.96395 -0.20651 -0.54648
O 1.76695 0.93660 0.07985
C 1.28978 0.95840 1.41935
C -0.18521 0.53711 1.49680
C 2.47781 -0.04321 -1.95583
H 1.41115 1.99153 1.75039
H 1.98205 0.44487 2.09393
H -0.53136 0.49199 2.52858
H -0.28703 -0.47741 1.11921
H -0.66375 1.32875 0.92816
H 1.61447 -0.06713 -2.61989
H 3.11236 -0.85559 -2.30386
H 3.04949 0.86774 -2.11482
O 6.84108 -1.32165 3.05080
C 6.28028 -0.26527 3.01257
O 6.19352 0.57178 4.07309
C 6.65987 0.04887 5.32494
C 5.57698 -0.79113 5.98917
C 5.44243 0.26372 1.87034
H 6.83847 0.94606 5.91448
H 7.54213 -0.58491 5.29134
H 5.68769 -1.80895 5.61084
H 4.55254 -0.46412 5.81042
H 5.68980 -0.81312 7.07424
H 5.91205 1.10600 1.36236
H 4.50691 0.70627 2.22113
H 5.16788 -0.54625 1.20085
O -3.62234 1.88787 -6.37153
C -4.01097 1.19169 -5.46641
O -3.32957 0.85241 -4.36057
C -2.13483 1.58516 -4.09216
C -1.04393 0.69378 -3.49008
C -5.41513 0.65295 -5.45364
H -2.44499 2.39688 -3.42566
H -1.68557 2.04796 -4.97024
H -1.04625 0.56955 -2.41075
H -0.06833 1.02740 -3.84188
H -1.20098 -0.26795 -3.99071
H -5.42009 -0.12770 -4.68836
H -5.66020 0.10070 -6.36245
H -6.14265 1.45637 -5.38717
*
```

=====

No. 4
Below is a cluster of 13 separate species, C25H38Cl29N2 in total, with properties calculated with ωB97M-V/def2-TZVPD.

HOMO-LUMO gap in eV: 6.887
Energy in Eh: -14430.1442
F_max in Eh/bohr: 0.034
M in g mol⁻¹: 1394.73
HOMO energy in eV: -11.854
Lowest unoccupied orbital energy in eV: -5.0

The geometry in ORCA input format:
```
! wB97M-V def2-TZVPD RIJCOSX def2/J DEFGRID3
* xyz 1 1
C 2.46067 -0.09029 5.23697
C 1.63701 1.18668 5.41615
C 2.09834 2.22360 4.40953
Cl 1.14577 3.72187 4.42898
N 2.26922 1.71792 3.02080
N 3.54721 1.77251 2.63268
C 3.74852 1.30420 1.44341
C 2.79813 0.77816 0.57943
C 3.21436 0.24608 -0.72745
Cl 2.88211 1.16908 -2.14357
C 3.83330 -0.92539 -0.78883
C 4.30358 -1.62180 -2.01536
Cl 4.14754 -1.76696 0.70453
C 1.50781 0.78531 0.98889
C 1.27135 1.27721 2.26856
C -0.16422 1.25413 2.64083
Cl -1.10837 2.66963 2.33983
C -0.76049 0.15659 3.09880
C -0.08606 -1.15279 3.31528
Cl -2.44633 0.18814 3.45460
H 2.30926 -0.60301 4.29713
H 3.51138 0.20257 5.25259
H 2.34851 -0.75775 6.08046
H 1.92547 1.58290 6.38459
H 0.56171 1.05030 5.46312
H 3.05524 2.55746 4.77139
H 4.77008 1.33170 1.10205
H 3.64066 -1.34735 -2.81898
H 5.33922 -1.39964 -2.24854
H 4.15208 -2.68484 -1.86751
H 0.70614 0.42985 0.36788
H -0.79967 -1.92482 3.04090
H 0.74447 -1.27415 2.62761
H 0.18803 -1.34335 4.33889
C -2.42676 5.96975 3.86550
Cl -3.22020 5.48305 2.36312
Cl -1.97441 7.67556 3.84753
H -3.10703 5.79426 4.69052
H -1.52714 5.37709 3.98855
C -4.55363 10.36437 4.83523
Cl -5.92481 9.37633 4.32021
Cl -4.60703 11.98266 4.12738
H -4.57706 10.45659 5.91465
H -3.64059 9.87768 4.51949
C -0.09042 -2.97643 -5.28657
Cl -0.32114 -2.83753 -3.53022
Cl 1.08786 -1.79788 -5.86324
H 0.26928 -3.97375 -5.51202
H -1.03870 -2.79861 -5.77777
C -3.13025 -2.31458 6.21576
Cl -3.09384 -3.69122 7.31189
Cl -1.62791 -1.37213 6.29805
H -3.25490 -2.67613 5.20151
H -3.95554 -1.66815 6.48923
C 3.64556 4.37910 -0.50040
Cl 5.29662 4.08082 0.07550
Cl 3.60078 5.62503 -1.74124
H 3.25299 3.46060 -0.92006
H 3.03927 4.70080 0.34015
C -7.65389 7.69375 0.82356
Cl -7.80014 9.45077 0.91093
Cl -6.17556 7.11736 1.60784
H -8.50644 7.24833 1.32196
H -7.63114 7.39760 -0.21818
C -3.56259 -4.37590 -3.32279
Cl -3.31955 -4.57890 -5.06317
Cl -4.05836 -5.87848 -2.54522
H -2.63200 -4.04733 -2.88022
H -4.33653 -3.63408 -3.16526
C -2.80807 -9.27066 -1.76760
Cl -2.87992 -10.56754 -2.96443
Cl -3.93079 -9.54681 -0.42947
H -1.80106 -9.21796 -1.37135
H -3.07464 -8.33850 -2.24959
C 5.38612 0.87827 -4.85375
Cl 6.05105 -0.72646 -5.16913
Cl 3.89144 1.15889 -5.74975
H 5.15828 0.94189 -3.79580
H 6.11278 1.63427 -5.12652
C 4.19990 -2.32836 -8.87774
Cl 3.03438 -3.65551 -8.90542
Cl 5.06478 -2.17885 -10.41031
H 3.66815 -1.40762 -8.68815
H 4.91825 -2.51488 -8.08807
C 4.92783 -4.95440 -4.85464
Cl 6.19761 -4.04209 -4.01623
Cl 3.66370 -3.94597 -5.58037
H 5.38293 -5.51996 -5.65899
H 4.47995 -5.62859 -4.13455
C -7.93219 -5.26904 -1.51726
Cl -8.18124 -5.13723 0.22506
Cl -6.77015 -4.07026 -2.10386
H -7.54964 -6.25801 -1.74210
H -8.87800 -5.10707 -2.01941
*
```

=====

No. 5
Below is an isolated molecule of C3H9N5, with properties calculated with ωB97M-V/def2-TZVPD.

Relative energy (zero: lowest compared OMol25 entry of this formula, charge and spin) in kcal per mole: 91.8
HOMO-LUMO gap in eV: 9.231
Structure (SMILES): [H]/N=C/N=C(/NC)NN
Energy in Eh: -393.3672
F_max in Eh/bohr: 0.124
M in g mol⁻¹: 115.14
HOMO energy in eV: -8.554
Lowest unoccupied orbital energy in eV: 0.7

The geometry in ORCA input format:
```
! wB97M-V def2-TZVPD RIJCOSX def2/J DEFGRID3
* xyz 0 1
C -2.75707 -0.67457 0.26946
C -0.13749 -0.30494 0.02646
C 2.18384 -0.73786 -0.01277
H -3.33382 -1.59620 0.50249
H -3.37445 0.04523 -0.35811
H -2.73595 -0.39501 1.52912
H -1.40721 -1.69114 -0.91905
H 0.94067 1.26457 0.33561
H -1.63298 2.11998 0.42902
H -1.08797 1.97872 -1.23660
H 2.68218 -1.67838 -0.00305
H 3.79819 0.35134 0.19703
N -1.40617 -0.70483 -0.31596
N 0.05369 0.94790 0.21006
N -0.80804 1.93891 -0.19801
N 0.85900 -1.17437 -0.15746
N 2.78947 0.40740 0.15061
*
```

=====

No. 6
Below is the ion C5H12OP with charge +1, with properties calculated with ωB97M-V/def2-TZVPD.

HOMO-LUMO gap (spin up / spin down) in eV: 7.484 / 9.784
Energy in Eh: -613.8807
F_max in Eh/bohr: 0.116
M in g mol⁻¹: 119.12
HOMO energy (spin up / spin down) in eV: -10.409 / -16.418
Lowest unoccupied orbital energy (spin up / spin down) in eV: -2.9 / -6.6

The geometry in ORCA input format:
```
! wB97M-V def2-TZVPD RIJCOSX def2/J DEFGRID3
* xyz 1 3
C -0.64673 0.58851 2.17482
C -1.36699 0.75002 -1.27649
C 1.77452 0.04943 -1.25933
C -0.30242 -1.68510 0.01268
C 0.43268 0.77407 1.21350
O -1.75968 0.23180 1.86387
P 0.06992 -0.00754 -0.45292
H -0.29952 0.89697 3.14277
H -1.50004 0.65492 -2.38860
H -1.49071 1.77425 -0.81559
H -2.26694 0.22736 -1.03989
H 2.10870 -0.98716 -1.01722
H 2.58982 0.52447 -0.71232
H 1.73732 0.20297 -2.31307
H 0.49974 -1.99257 0.70809
H -0.17102 -2.34659 -0.81861
H -1.41967 -1.71645 0.30997
H 1.37042 0.28650 1.39119
H 0.64059 1.77415 1.27715
*
```

=====

No. 7
Below is an isolated molecule of C7H8FN3S, with properties calculated with ωB97M-V/def2-TZVPD.

Relative energy (zero: lowest compared OMol25 entry of this formula, charge and spin) in kcal per mole: 0.0
HOMO-LUMO gap (spin up / spin down) in eV: 5.910 / 6.987
Energy in Eh: -933.6122
F_max in Eh/bohr: 0.142
M in g mol⁻¹: 185.23
HOMO energy (spin up / spin down) in eV: -5.494 / -9.191
Lowest unoccupied orbital energy (spin up / spin down) in eV: 0.4 / -2.2

The geometry in ORCA input format:
```
! wB97M-V def2-TZVPD RIJCOSX def2/J DEFGRID3
* xyz 0 3
C 2.65110 3.66608 1.10586
C 3.59485 2.75722 0.81744
C 1.32452 1.90711 0.84098
C 0.16609 1.19887 0.65544
C -0.56836 -2.57063 -0.44716
C -1.79829 -1.60519 -0.20155
C -2.88494 -1.79005 -1.33583
N 1.37171 3.20743 1.10135
N -0.47054 0.30209 0.28436
N -1.49138 -0.17904 -0.18100
F 0.31411 -2.48123 0.56458
S 2.91623 1.19678 0.65588
H 2.84557 4.80464 1.07644
H 4.72272 2.86347 1.08091
H -0.96644 -3.52656 -0.51069
H -0.08766 -2.19074 -1.31491
H -2.38141 -1.97301 0.63308
H -3.63960 -2.35237 -0.93647
H -2.50366 -2.41028 -2.15765
H -3.11462 -0.82462 -1.73108
*
```

=====

No. 8
Below is a structure of composition C4H10N2O, with properties calculated with ωB97M-V/def2-TZVPD.

Relative energy (zero: lowest compared OMol25 entry of this formula, charge and spin) in kcal per mole: 105.6
HOMO-LUMO gap in eV: 8.815
Energy in Eh: -343.0331
F_max in Eh/bohr: 0.061
M in g mol⁻¹: 102.14
HOMO energy in eV: -8.053
Lowest unoccupied orbital energy in eV: 0.8

The geometry in ORCA input format:
```
! wB97M-V def2-TZVPD RIJCOSX def2/J DEFGRID3
* xyz 0 1
C 0.40806 0.39375 -1.95089
N -0.17772 -0.18162 -0.74230
C 0.44090 -1.31297 -0.03351
N -0.42687 -2.05970 0.59712
H -1.16027 -0.40719 -0.88806
H -0.00607 -2.89645 0.98822
H 1.27447 -1.74384 -0.60945
H -0.22661 1.21310 -2.28914
H 0.48160 -0.33469 -2.75675
H 1.41143 0.73080 -1.70234
C -0.86867 0.99310 1.63652
C 0.30726 0.98278 0.70067
O 1.03679 1.90934 0.43737
H 0.93945 -0.27066 1.00776
H -0.53968 1.32080 2.62025
H -1.26954 -0.02048 1.72953
H -1.62452 1.68391 1.25501
*
```